Entry 1:
Below is 8 unconnected molecules or ions with the total composition C20H34N6O2, with properties calculated with wB97M-V/def2-TZVPD.

Computed properties:
LUMO level   0.17 eV
Energy above the lowest of the compared OMol25 structures with the same formula, charge and spin   4.680 eV
SMILES string   C1CCOC1.C1CCOC1.CC#N.CC#N.CC#N.CC#N.CC#N.CC#N
E   -1261.3722 hartree
HOMO-LUMO gap   9.9 eV
HOMO level   -0.357 hartree

Element x y z (Å)
O (10.032, -1.986, -19.655)
O (14.221, -6.218, -17.896)
N (7.074, -3.939, -22.783)
N (3.523, -2.970, -22.474)
N (12.388, -6.398, -22.549)
N (9.597, -7.712, -20.079)
N (3.567, -6.190, -22.652)
N (6.804, -5.444, -16.274)
C (13.802, -5.387, -16.816)
C (9.098, -1.052, -20.232)
C (5.354, -1.911, -20.939)
C (12.227, -5.278, -22.733)
C (8.944, -4.977, -21.275)
C (7.919, -4.397, -22.155)
C (10.344, 0.007, -18.482)
C (7.598, -4.816, -16.809)
C (9.736, -8.691, -20.664)
C (11.034, -1.287, -18.921)
C (5.992, -7.061, -22.317)
C (12.256, -5.118, -18.567)
C (13.463, -5.882, -19.051)
C (4.633, -6.579, -22.506)
C (4.341, -2.509, -21.815)
C (12.832, -4.330, -17.385)
C (8.607, -4.023, -17.498)
C (9.958, -9.917, -21.440)
C (9.587, 0.329, -19.751)
C (12.024, -3.851, -22.874)
H (13.236, -6.812, -19.572)
H (9.023, -1.105, -21.320)
H (10.199, 0.764, -20.545)
H (6.364, -2.264, -21.119)
H (12.223, -3.632, -23.929)
H (9.604, -0.167, -17.700)
H (11.327, -1.840, -18.031)
H (11.487, -5.725, -18.071)
H (5.408, -0.835, -21.096)
H (9.394, -4.692, -17.850)
H (9.014, -10.219, -21.887)
H (13.218, -6.005, -16.122)
H (13.402, -3.421, -17.602)
H (6.649, -6.921, -23.174)
H (11.017, -3.547, -22.604)
H (8.255, -3.386, -18.302)
H (14.639, -4.948, -16.275)
H (14.012, -5.216, -19.732)
H (8.090, -1.243, -19.852)
H (6.479, -6.655, -21.436)
H (9.654, -5.622, -21.778)
H (12.093, -4.078, -16.624)
H (8.729, 0.999, -19.665)
H (11.677, -4.583, -19.322)
H (10.668, -9.738, -22.245)
H (5.040, -2.198, -19.935)
H (12.772, -3.242, -22.367)
H (5.936, -8.146, -22.179)
H (9.088, -3.394, -16.743)
H (9.455, -4.152, -20.771)
H (10.356, -10.688, -20.787)
H (11.858, -1.052, -19.596)
H (11.051, 0.779, -18.188)
H (8.379, -5.507, -20.512)

These are the Löwdin partial charges, in e, on atoms 1 to 4:
1 O -0.189
2 O -0.125
3 N 0.170
4 N 0.135



Entry 2:
Below is a molecular structure, C17H27AlF17IN3O3P2Si, with properties calculated with wB97M-V/def2-TZVPD.

Computed properties:
LUMO level   2.24 eV
Energy above the lowest of the compared OMol25 structures with the same formula, charge and spin   0.975 eV
E   -4264.1345 hartree
HOMO-LUMO gap   6.5 eV
HOMO level   -0.156 hartree
Total charge   -1

Element x y z (Å)
I (3.162, 2.088, -4.630)
P (1.596, 1.034, -3.012)
P (4.603, 2.465, -1.193)
Si (2.458, -0.188, 0.511)
Al (2.342, 1.759, -0.856)
F (-2.353, 0.235, 1.160)
F (-0.718, 1.365, -0.596)
F (-0.429, 4.499, 0.903)
F (-1.454, -0.660, -2.576)
F (-3.118, 1.337, -1.859)
F (-1.071, -1.349, -0.597)
F (1.239, 4.323, -1.121)
F (2.220, 4.026, 0.777)
F (-4.129, -1.213, -2.194)
F (-1.230, 3.314, -1.234)
F (-4.898, 0.755, -0.939)
F (-3.771, -1.643, -0.167)
F (-4.213, 1.218, 1.277)
F (-2.392, 2.852, 1.830)
F (0.303, 2.700, 1.813)
F (-2.041, -2.615, -1.997)
F (-3.278, 3.361, -0.004)
O (0.129, 1.765, -3.382)
O (-2.602, -1.424, 6.289)
O (3.519, -3.812, -2.400)
N (-3.471, 0.552, 5.572)
N (4.747, 3.902, -1.907)
N (1.897, -4.402, -3.886)
C (0.917, -3.975, -4.864)
C (-2.985, -0.291, 6.504)
C (2.043, -5.815, -3.595)
C (-1.923, -1.356, -1.585)
C (-3.553, 0.103, 4.191)
C (1.385, 3.417, -0.126)
C (4.107, -0.279, 1.490)
C (2.684, -3.518, -3.232)
C (-3.914, 1.892, 5.901)
C (1.028, -0.530, 1.724)
C (0.062, 3.257, 0.634)
C (-3.344, -0.914, -1.163)
C (-3.122, 1.102, 0.523)
C (-2.450, 2.499, 0.557)
C (-1.056, 2.571, -0.151)
C (-3.572, 0.597, -0.889)
C (2.517, -1.674, -0.690)
H (3.063, -6.134, -3.813)
H (-2.966, 0.152, 7.517)
H (3.295, -1.459, -1.423)
H (5.169, 2.521, 0.116)
H (-3.964, 0.892, 3.570)
H (1.583, -1.747, -1.246)
H (5.232, 4.512, -1.254)
H (0.101, 0.001, 1.536)
H (0.229, 2.701, -3.606)
H (-3.791, 2.081, 6.966)
H (-2.558, -0.164, 3.835)
H (-4.969, 2.006, 5.640)
H (1.142, -4.426, -5.834)
H (1.355, -0.242, 2.728)
H (4.917, 0.255, 1.002)
H (1.344, -6.392, -4.197)
H (-0.081, -4.288, -4.547)
H (-4.189, -0.781, 4.131)
H (-3.326, 2.622, 5.341)
H (2.493, -2.471, -3.524)
H (0.869, -1.607, 1.778)
H (0.932, -2.892, -4.966)
H (3.942, 0.058, 2.512)
H (4.396, -1.333, 1.510)
H (2.758, -2.609, -0.190)
H (1.848, -5.995, -2.536)
H (5.305, 1.409, -1.857)

These are the Löwdin partial charges, in e, on atoms 1 to 4:
1 I 0.271
2 P 0.281
3 P 0.471
4 Si 0.435



Entry 3:
Below is 2 unconnected molecules or ions with the total composition C3H6O, with properties calculated with wB97M-V/def2-TZVPD.

Computed properties:
LUMO level   0.27 eV
Energy above the lowest of the compared OMol25 structures with the same formula, charge and spin   5.262 eV
E   -192.9498 hartree
HOMO-LUMO gap   7.7 eV
HOMO level   -0.274 hartree

Element x y z (Å)
O (1.210, -0.018, 0.077)
C (-1.591, -0.253, 0.116)
C (-0.662, 0.872, 0.232)
C (2.435, 0.026, 0.077)
H (3.003, 0.763, -0.508)
H (-2.332, -0.110, 0.909)
H (3.021, -0.650, 0.711)
H (-2.094, -0.379, -0.850)
H (-0.630, 1.493, -0.673)
H (-1.060, -1.170, 0.370)

These are the Löwdin partial charges, in e, on atoms 1 to 4:
1 O -0.097
2 C -0.237
3 C 0.013
4 C -0.052



Entry 4:
Below is a molecular structure, C9H19NPPt, with properties calculated with wB97M-V/def2-TZVPD.

Computed properties:
Multiplicity   5
LUMO level (alpha / beta)   -3.89 / -7.32 eV
Energy above the lowest of the compared OMol25 structures with the same formula, charge and spin   0.448 eV
E   -869.1956 hartree
HOMO-LUMO gap (alpha / beta)   4.7 / 5.7 eV
HOMO level (alpha / beta)   -0.315 / -0.477 hartree
<S²>   6.046
Total charge   +1

Element x y z (Å)
Pt (-0.100, 0.023, -0.139)
P (2.303, 0.617, -0.446)
N (-0.207, 0.320, -2.164)
C (0.023, -0.188, 1.885)
C (3.594, 2.706, 2.848)
C (3.731, 1.285, -1.436)
C (2.409, 1.760, 0.975)
C (1.531, 3.719, 2.095)
C (2.978, -1.068, -0.161)
C (1.448, 2.785, 1.074)
C (2.603, 3.684, 2.983)
C (3.500, 1.748, 1.836)
H (-1.610, -0.527, -0.123)
H (-0.737, 1.160, -2.381)
H (0.749, 4.471, 2.189)
H (-0.637, -0.475, -2.629)
H (4.292, 1.005, 1.690)
H (0.280, -1.576, -0.178)
H (2.787, -1.599, -1.101)
H (2.660, 4.419, 3.788)
H (-0.720, -0.972, 2.098)
H (3.919, 0.731, -2.369)
H (4.441, 2.690, 3.525)
H (4.060, -1.065, 0.023)
H (0.749, 0.438, -2.530)
H (0.628, 2.844, 0.349)
H (1.018, -0.483, 2.239)
H (4.632, 1.192, -0.809)
H (2.444, -1.594, 0.635)
H (3.615, 2.350, -1.687)
H (-0.272, 0.754, 2.372)

These are the Löwdin partial charges, in e, on atoms 1 to 4:
1 Pt 0.861
2 P 0.850
3 N -0.165
4 C -0.353